Model A:
17
Properties=species:S:1:pos:R:3 method="wB97M-V/def2-TZVPD" spin_multiplicity=1 homo_ev=-9.4 homo_lumo_gap_ev=10.11 smiles="O=S1(=O)NCCCN1O"
O 2.7307 -0.3515 -0.7706
S 1.5720 -0.3151 0.0366
O 1.6728 -0.4085 1.4282
N 0.5787 -1.5212 -0.4311
C -0.6795 -1.4130 0.2295
C -1.4321 -0.2356 -0.2408
C -0.7443 1.0077 0.2607
N 0.4777 1.2592 -0.5097
O 1.2399 2.3470 -0.0891
H 0.6170 -1.3505 -1.4139
H -0.5428 -1.2734 1.2693
H -1.3744 -2.2570 0.1027
H -1.8249 -0.3169 -1.2008
H -2.2776 -0.3408 0.4592
H -1.4774 1.7908 0.4492
H -0.3302 0.7050 1.2505
H 1.7944 2.6736 -0.8300

=====

Model B:
17
Properties=species:S:1:pos:R:3 method="wB97M-V/def2-TZVPD" spin_multiplicity=1 homo_ev=-9.0 homo_lumo_gap_ev=9.66
C 0.8010 -1.4241 -0.7134
C 1.0426 -0.3839 -1.8157
C 1.6844 -0.8757 0.4045
N 1.5160 0.7619 -1.0855
N 1.8459 0.6097 0.0773
O -2.2452 2.4559 2.2838
O -2.6650 1.7221 -0.1534
O -1.4133 0.1981 1.7668
S -1.5074 1.7728 1.1846
H -0.2893 -1.4929 -0.3794
H 1.1975 -2.3714 -0.8836
H 1.5005 -0.7303 -2.6796
H 0.0898 -0.1185 -2.4027
H 1.2397 -1.0624 1.4173
H 2.7033 -1.1992 0.3825
H -3.5195 2.0288 0.1105
H -1.9810 0.1093 2.4861

=====

Which of them is the most stable, and which is the least stable? model B and model A, in that order.

=====

Model A:
11
Properties=species:S:1:pos:R:3 method="wB97M-V/def2-TZVPD" spin_multiplicity=1 homo_ev=-9.2 homo_lumo_gap_ev=8.59 smiles="N#CCC(=S)NS"
N 0.4766 0.7748 -2.6506
C 0.6659 0.0517 -1.8073
C 0.7693 -0.8941 -0.4603
C -0.4032 -0.6851 0.3527
S -1.0689 -2.0333 0.7843
N -0.7045 0.4225 1.2298
S 0.1459 1.8992 1.0853
H 0.7213 -2.0676 -0.8378
H 1.8622 -0.5361 -0.1615
H -1.3877 0.2509 1.9251
H -1.0767 2.8171 0.5403

=====

Model B:
11
Properties=species:S:1:pos:R:3 method="wB97M-V/def2-TZVPD" spin_multiplicity=1 homo_ev=-8.3 homo_lumo_gap_ev=9.05
C -0.8418 1.0193 -0.1710
C -2.0747 0.4603 -0.0820
C 0.1515 -0.0676 -0.0790
N -0.2677 -1.2299 0.1375
N 1.6827 0.1446 0.2540
S -1.8930 -1.2605 0.1067
S 2.7444 -1.1666 -0.1069
H -0.7886 2.0211 -0.4325
H -2.8842 1.0393 0.0131
H 2.0487 0.9764 -0.3650
H 2.1228 -1.9365 0.7251

=====

Model C:
11
Properties=species:S:1:pos:R:3 method="wB97M-V/def2-TZVPD" spin_multiplicity=1 homo_ev=-8.5 homo_lumo_gap_ev=8.86 smiles="N#CS/C=C(/N)S"
N 2.8089 3.5917 -0.3094
C 1.8444 3.1637 0.1633
S 0.3559 2.7447 0.9630
C 0.1014 1.2682 0.0075
C -0.2800 0.0309 0.3969
N -0.3396 -1.0459 -0.5826
S -0.5098 -0.3630 2.0679
H 0.3957 1.2696 -1.0827
H -0.0502 -0.8076 -1.5105
H -0.0650 -1.9281 -0.2076
H -0.5964 0.9044 2.4738

=====

Model D:
11
Properties=species:S:1:pos:R:3 method="wB97M-V/def2-TZVPD" spin_multiplicity=1 homo_ev=-8.8 homo_lumo_gap_ev=8.52 smiles="S=C1NCC=NS1"
S -2.6073 -1.1613 1.1970
C -1.4640 -0.1500 0.4620
N -0.3853 -0.9116 -0.1197
C 0.9703 -0.4099 -0.1520
C 0.8686 0.9813 -0.7786
N -0.0824 1.8453 -0.6153
S -1.3611 1.5835 0.6767
H -0.6189 -1.8170 0.3582
H 1.2834 -0.0599 1.0261
H 1.5623 -1.2247 -0.6565
H 1.8344 1.3243 -1.3979

=====

Which of them is the most stable, and which is the least stable? model C and model A, in that order.

=====

Model A:
17
Properties=species:S:1:pos:R:3 method="wB97M-V/def2-TZVPD" spin_multiplicity=1 homo_ev=-14.7 total_charge=+1 homo_lumo_gap_ev=11.66
N -0.6914 1.1961 -1.1727
C -0.5393 -0.0527 -1.5089
N -0.8552 -1.0583 -0.7275
H -0.9631 1.5216 -0.2509
H -0.2161 1.8820 -1.7697
H -0.0498 -0.3075 -2.4408
H -0.8021 -1.9891 -1.0966
H -1.5695 -0.9747 -0.0155
H 0.5719 4.1270 -2.4115
H 1.9224 3.4093 -2.2667
O 0.9770 3.2479 -2.3643
H -1.2927 -0.6068 2.9473
H -0.0380 -1.1479 2.3549
O -0.8453 -0.6714 2.0956
H 1.5138 -3.3710 2.2821
H 1.5480 -2.6844 3.6342
O 1.3294 -2.5202 2.7110

=====

Model B:
17
Properties=species:S:1:pos:R:3 method="wB97M-V/def2-TZVPD" spin_multiplicity=1 homo_ev=-14.8 total_charge=+1 homo_lumo_gap_ev=11.61
N 0.4928 0.2469 -0.0302
C 0.3059 1.5473 -0.2415
N -0.8819 1.9473 -0.6166
H -0.2298 -0.3672 -0.4032
H 1.4247 -0.1511 -0.0620
H 1.0459 2.2319 0.1428
H -1.1046 2.9207 -0.7618
H -1.6398 1.2856 -0.7566
H 4.9779 0.7454 -0.6070
H 4.3017 -0.5611 -0.6785
O 4.0823 0.3779 -0.6116
H -3.3258 -0.2947 -0.3589
H -2.4848 -0.9595 0.6976
O -2.4193 -0.2932 -0.0129
H -1.9881 -3.4281 1.1688
H -1.0919 -2.6354 2.0140
O -1.4652 -2.6128 1.1177

=====

Which of them is the most stable, and which is the least stable? model A and model B, in that order.

=====

Model A:
144
Properties=species:S:1:pos:R:3 method="wB97M-V/def2-TZVPD" spin_multiplicity=1 homo_ev=-4.2 total_charge=-1 homo_lumo_gap_ev=5.82
N 0.1003 -3.8453 0.7886
C -0.2918 -2.8263 -0.1974
C -1.7592 -2.3946 -0.0897
O -2.2910 -2.0093 -1.3521
C -2.0389 -1.3591 1.0063
C -1.0576 -0.2254 1.2591
S -0.5119 0.6844 -0.2697
C -1.8331 0.9136 2.0246
O -0.8655 1.5846 2.7633
B 0.4274 0.7918 2.6668
C 1.2223 0.6931 4.0849
C 2.7403 0.4491 3.9320
C 3.6252 1.4443 4.7010
C 4.8900 1.8874 3.9633
S 6.1798 0.6867 3.6748
O 7.3428 1.0397 4.4337
O 6.3471 0.5340 2.2612
Cl 5.5632 -1.0931 4.4480
O -0.0778 -0.5218 2.1756
H 0.1179 -4.7638 0.3746
H -0.5675 -3.9059 1.5457
H 0.3967 -1.9862 -0.1652
H -0.1984 -3.2762 -1.1874
H -2.3128 -3.2994 0.1748
H -1.7222 -1.3353 -1.7490
H -3.0163 -0.9219 0.7915
H -2.1372 -1.9026 1.9481
H 0.7559 0.2754 -0.3832
H -2.5860 0.4846 2.7027
H -2.3641 1.5474 1.2954
H 1.1936 1.3552 1.8802
H 0.8146 -0.1251 4.6857
H 1.0805 1.6043 4.6735
H 3.0263 0.4441 2.8769
H 2.9438 -0.5319 4.3510
H 3.8727 1.0572 5.6928
H 3.0872 2.3781 4.8451
H 5.3829 2.6850 4.5164
H 4.5971 2.2622 2.9859
C 1.8341 6.7478 1.9851
C 0.3708 6.3011 2.0999
C 0.3678 4.8308 2.5420
S 1.8745 4.5979 3.4795
O 2.7523 3.6979 2.7816
O 1.5766 4.4071 4.8857
C 2.5191 6.2563 3.2562
H 1.9245 7.8281 1.8757
H 2.2906 6.2833 1.1106
H -0.1393 6.9154 2.8467
H -0.1587 6.4205 1.1564
H -0.4752 4.5759 3.1766
H 0.4067 4.1401 1.7012
H 3.6036 6.2105 3.1853
H 2.2230 6.8445 4.1251
C 3.1847 3.0166 9.6235
C 2.6450 4.0333 8.6085
C 1.7079 3.2855 7.6517
S 1.0421 1.9067 8.5938
O 1.5155 0.6688 8.0332
O -0.3602 2.1132 8.8595
C 1.9729 2.2226 10.0958
H 3.6929 3.5022 10.4565
H 3.8991 2.3494 9.1361
H 2.0918 4.8137 9.1364
H 3.4496 4.5182 8.0570
H 0.8869 3.9002 7.3021
H 2.2394 2.8763 6.8008
H 2.2208 1.2740 10.5660
H 1.3396 2.8151 10.7558
C 1.7040 3.1325 -4.8788
C 2.3223 2.5621 -3.5955
C 2.5313 3.7335 -2.6265
S 1.2777 4.9523 -3.0431
O 1.9265 6.1443 -3.5417
O 0.3084 5.0418 -1.9792
C 0.5790 4.0524 -4.4202
H 1.3289 2.3460 -5.5267
H 2.4517 3.7072 -5.4329
H 1.6360 1.8366 -3.1558
H 3.2609 2.0464 -3.7908
H 2.3992 3.4434 -1.5861
H 3.5016 4.2078 -2.7609
H 0.2501 4.7581 -5.1803
H -0.2660 3.4790 -4.0437
C -4.1242 0.7141 -6.9319
C -4.1213 2.1549 -6.4016
C -3.3220 2.1573 -5.0916
S -2.1411 0.8088 -5.2291
O -2.4541 -0.1890 -4.2449
O -0.8051 1.3437 -5.3378
C -2.6805 0.2289 -6.8327
H -4.4960 0.6582 -7.9525
H -4.7662 0.0914 -6.3128
H -3.6431 2.8129 -7.1305
H -5.1322 2.5265 -6.2400
H -2.7770 3.0839 -4.9309
H -3.9504 1.9449 -4.2294
H -2.5775 -0.8528 -6.8693
H -2.0436 0.6930 -7.5855
C -1.3231 -9.3250 -0.6914
C -2.7206 -9.0142 -1.2462
C -3.1310 -7.6365 -0.7091
S -1.6008 -6.7272 -0.4421
O -1.4604 -6.5015 0.9722
O -1.4959 -5.6665 -1.4032
C -0.4976 -8.0604 -0.9068
H -0.8716 -10.1838 -1.1863
H -1.3888 -9.5474 0.3756
H -2.6811 -8.9882 -2.3368
H -3.4461 -9.7756 -0.9629
H -3.7433 -7.0780 -1.4119
H -3.6378 -7.7081 0.2508
H 0.3986 -8.0090 -0.2932
H -0.2441 -7.9217 -1.9572
C 5.7312 -2.5253 0.4556
C 6.0704 -3.7021 -0.4703
C 5.3487 -3.4596 -1.8026
S 5.1833 -1.6728 -1.9614
O 3.7835 -1.3406 -1.9379
O 6.0306 -1.2054 -3.0339
C 5.9163 -1.2666 -0.3821
H 6.3653 -2.5044 1.3399
H 4.6935 -2.5989 0.7875
H 7.1494 -3.7346 -0.6376
H 5.7772 -4.6567 -0.0349
H 5.9073 -3.8329 -2.6572
H 4.3441 -3.8779 -1.8043
H 5.4200 -0.3957 0.0379
H 6.9693 -1.0497 -0.5576
C -8.0033 -3.2191 -5.2170
C -8.8903 -2.1484 -4.5665
C -8.6366 -0.8313 -5.3111
S -8.1548 -1.2875 -6.9828
O -6.7860 -0.8840 -7.1901
O -9.1857 -0.9068 -7.9139
C -8.1898 -3.0577 -6.7233
H -8.2718 -4.2218 -4.8894
H -6.9586 -3.0472 -4.9507
H -9.9397 -2.4326 -4.6666
H -8.6793 -2.0416 -3.5042
H -9.5204 -0.2016 -5.3674
H -7.8107 -0.2726 -4.8753
H -7.4047 -3.5189 -7.3173
H -9.1665 -3.4148 -7.0483

=====

Model B:
144
Properties=species:S:1:pos:R:3 method="wB97M-V/def2-TZVPD" spin_multiplicity=1 homo_ev=-4.0 total_charge=-1 homo_lumo_gap_ev=5.62
N 0.3525 1.0887 3.7741
C 0.0976 -0.0227 2.8570
C -1.3844 -0.3224 2.6817
O -1.5933 -1.7020 2.4596
C -2.0870 0.5720 1.6635
C -1.3560 0.9583 0.4029
S -0.5687 -0.4263 -0.5379
C -2.4875 1.3726 -0.6282
O -1.8875 2.2486 -1.5005
B -0.5219 2.5735 -0.9429
C -0.1113 4.1479 -1.1182
C 1.4125 4.4098 -1.1374
C 1.9452 5.2715 -2.3149
C 3.2920 4.8201 -2.8483
S 4.6941 4.9939 -1.7548
O 5.6081 5.9321 -2.3021
O 5.2685 3.7115 -1.5539
Cl 4.1021 5.7775 0.0329
O -0.6872 2.1343 0.4634
H 0.6153 0.7530 4.6796
H -0.4763 1.6369 3.9272
H 0.6244 0.1082 1.9310
H 0.5085 -0.8995 3.3216
H -1.8422 -0.1301 3.6368
H -1.0371 -2.0070 1.7367
H -3.0075 0.0836 1.3920
H -2.3606 1.4781 2.1757
H 0.7346 -0.1849 -0.3647
H -3.3294 1.8682 -0.1528
H -2.8666 0.4576 -1.0947
H 0.3271 1.9567 -1.5798
H -0.5187 4.7213 -0.2956
H -0.5174 4.5728 -2.0205
H 1.9621 3.4815 -1.0896
H 1.6111 4.9881 -0.2562
H 1.9745 6.3119 -2.0340
H 1.3138 5.2140 -3.1954
H 3.5257 5.3867 -3.7292
H 3.2044 3.7883 -3.1221
C 0.3120 2.1068 -7.3821
C -1.1178 1.9582 -6.8504
C -1.1170 2.4101 -5.3817
S 0.2038 3.6076 -5.2358
O 1.2379 3.0865 -4.3850
O -0.3457 4.9357 -5.0305
C 0.7789 3.4851 -6.9293
H 0.3570 2.0063 -8.4659
H 0.9445 1.3360 -6.9481
H -1.7902 2.5940 -7.4343
H -1.4731 0.9338 -6.9410
H -2.0488 2.8798 -5.0893
H -0.8921 1.5940 -4.6993
H 1.8590 3.6107 -6.9556
H 0.2944 4.2767 -7.5014
C 0.4325 9.8073 -3.7535
C 0.0358 8.7085 -4.7489
C -0.6408 7.5833 -3.9550
S -1.3803 8.3678 -2.5178
O -0.7174 7.9005 -1.3288
O -2.8177 8.3502 -2.6324
C -0.7899 10.0247 -2.8692
H 0.7283 10.7265 -4.2583
H 1.2754 9.4696 -3.1472
H -0.6645 9.1181 -5.4804
H 0.8976 8.3311 -5.2970
H -1.4148 7.0864 -4.5255
H 0.0766 6.8538 -3.6032
H -0.5685 10.5359 -1.9357
H -1.5794 10.5491 -3.4062
C 2.4045 -4.5631 -3.1101
C 2.7505 -3.1202 -2.7215
C 2.5127 -2.2415 -3.9567
S 1.2361 -3.0655 -4.9147
O 1.7993 -3.4946 -6.1748
O 0.0203 -2.2910 -4.8692
C 1.0703 -4.4853 -3.8426
H 2.3407 -5.2083 -2.2400
H 3.1733 -4.9638 -3.7766
H 2.0972 -2.7986 -1.9092
H 3.7763 -3.0302 -2.3699
H 2.1657 -1.2452 -3.6908
H 3.4002 -2.1712 -4.5819
H 0.8491 -5.3683 -4.4382
H 0.2557 -4.2832 -3.1505
C -2.2014 -7.8039 0.3664
C -2.5643 -7.4240 -1.0761
C -2.1639 -5.9559 -1.2770
S -0.7992 -5.6531 -0.1484
O -1.2187 -4.6957 0.8373
O 0.4174 -5.4671 -0.9027
C -0.7852 -7.2803 0.5922
H -2.2611 -8.8771 0.5292
H -2.8884 -7.3242 1.0586
H -2.0093 -8.0577 -1.7710
H -3.6241 -7.5701 -1.2772
H -1.8350 -5.7528 -2.2924
H -2.9684 -5.2763 -1.0066
H -0.5147 -7.1968 1.6414
H -0.0474 -7.8810 0.0612
C 0.1977 -0.3500 9.3346
C -1.0305 -1.2671 9.2455
C -1.7556 -0.9364 7.9334
S -0.4951 -0.3298 6.8033
O -0.7685 1.0559 6.5291
O -0.2831 -1.2932 5.7615
C 0.8658 -0.4133 7.9640
H 0.8793 -0.6608 10.1247
H -0.1198 0.6727 9.5465
H -0.7056 -2.3089 9.2345
H -1.6920 -1.1403 10.1009
H -2.2283 -1.8096 7.4934
H -2.4888 -0.1444 8.0662
H 1.5523 0.4081 7.7760
H 1.3688 -1.3669 7.8114
C 5.6886 2.1241 1.7031
C 6.4546 1.4415 2.8452
C 6.0787 -0.0462 2.8251
S 5.6566 -0.4312 1.1182
O 4.2626 -0.7817 1.0613
O 6.6679 -1.2980 0.5594
C 5.8694 1.2271 0.4851
H 6.0564 3.1296 1.5108
H 4.6294 2.1954 1.9572
H 7.5283 1.5512 2.6792
H 6.2257 1.8904 3.8106
H 6.9015 -0.6838 3.1365
H 5.2012 -0.2499 3.4346
H 5.1418 1.4183 -0.2987
H 6.8794 1.2988 0.0846
C -5.7344 -6.8545 4.8085
C -6.9240 -6.5680 3.8821
C -6.6774 -7.3289 2.5724
S -5.6742 -8.7567 3.0036
O -4.3833 -8.6164 2.3770
O -6.4516 -9.9599 2.8549
C -5.5066 -8.3627 4.7406
H -5.9270 -6.5271 5.8281
H -4.8496 -6.3274 4.4473
H -7.8438 -6.9257 4.3482
H -7.0439 -5.5026 3.6980
H -7.5998 -7.6748 2.1154
H -6.1130 -6.7311 1.8602
H -4.5242 -8.6713 5.0882
H -6.2827 -8.9071 5.2766

=====

Which of them is the most stable, and which is the least stable? model A and model B, in that order.

=====

Model A:
18
Properties=species:S:1:pos:R:3 method="wB97M-V/def2-TZVPD" spin_multiplicity=1 homo_ev="-8.3 / -8.3" homo_lumo_gap_ev="7.91 / 7.91"
C -0.2073 -1.9724 0.1000
N 2.0142 0.2164 -1.3861
N 1.5170 -0.5975 -0.4740
N 0.2415 -0.8174 -0.6757
H 2.8564 -0.0978 -1.8490
H 1.5399 1.1177 -1.5248
H -0.2679 -1.7368 1.1669
H 0.4896 -2.8030 -0.0079
H -1.1942 -2.2729 -0.2507
C -1.8933 0.7269 0.3011
C -0.4699 0.8668 -0.1827
N 0.6167 1.0256 1.2322
O -0.1844 1.7214 -1.0226
H 0.3983 0.6952 2.1672
H 1.2723 1.8025 1.2223
H -1.9596 0.1209 1.2029
H -2.2786 1.7307 0.4767
H -2.4908 0.2736 -0.4956

=====

Model B:
18
Properties=species:S:1:pos:R:3 method="wB97M-V/def2-TZVPD" spin_multiplicity=1 homo_ev=-7.7 homo_lumo_gap_ev=8.41 smiles="CCN(N)N(N)C=O"
C 0.4449 -0.6645 2.0098
C 0.1584 0.6475 1.3117
N -0.8476 0.4201 -0.1453
N -1.7351 -0.6154 0.0244
N -0.0501 0.1358 -1.2432
N -0.5975 0.2662 -2.5249
C 1.3350 0.3718 -0.9696
O 2.1399 -0.5114 -1.2585
H -0.4692 -1.2124 2.2566
H 0.9307 -0.5126 2.9790
H 1.0489 -1.3359 1.3879
H 1.0358 1.2965 1.3591
H -0.5496 1.2567 1.8808
H -1.2913 -1.5221 -0.1612
H -2.6979 -0.3437 -0.1580
H -0.0367 -0.3125 -3.1488
H -0.4068 1.2190 -2.8462
H 1.5881 1.4169 -0.7536

=====

Which of them is the most stable, and which is the least stable? model A and model B, in that order.

=====

Model A:
17
Properties=species:S:1:pos:R:3 method="wB97M-V/def2-TZVPD" spin_multiplicity=1 homo_ev=-8.5 homo_lumo_gap_ev=9.38 smiles=CSC.NCO
C -2.2718 1.2437 0.1400
S -1.7926 -0.4224 0.7230
C -1.9284 -1.2788 -0.8944
H -1.3544 1.8273 0.0066
H -2.9636 1.6643 0.8727
H -2.9135 1.1882 -0.7537
H -2.9349 -1.7278 -0.7874
H -1.9737 -0.5480 -1.6923
H -1.1690 -2.0262 -1.1085
N 1.3595 0.1879 0.0840
C 2.6917 0.4202 0.5351
O 3.3497 -0.7380 1.0953
H 1.2970 -0.6028 -0.5471
H 0.7994 -0.0721 0.8870
H 3.4082 0.8601 -0.1763
H 2.6635 1.1892 1.2956
H 3.7331 -1.1648 0.3205

=====

Model B:
17
Properties=species:S:1:pos:R:3 method="wB97M-V/def2-TZVPD" spin_multiplicity=1 homo_ev=-8.7 homo_lumo_gap_ev=9.58 smiles=C[C@H](N)CS.O
C 1.2736 0.6525 -2.1639
C 0.4186 -0.0308 -1.1143
N -1.0146 0.0148 -1.4385
C 0.6823 0.5820 0.2893
S 0.9440 -0.6052 1.6156
H 2.3414 0.4741 -2.0109
H 0.9633 0.3808 -3.1784
H 1.1058 1.7455 -2.1874
H 0.6657 -1.0806 -1.0369
H -1.2427 -0.6590 -2.1630
H -1.2844 0.9294 -1.7760
H -0.1295 1.2554 0.5438
H 1.5937 1.1697 0.2180
H -0.3360 -0.7637 1.9611
O -2.4481 -0.1573 1.1769
H -3.2270 -0.7210 1.1758
H -2.1746 -0.0558 0.2355

=====

Model C:
17
Properties=species:S:1:pos:R:3 method="wB97M-V/def2-TZVPD" spin_multiplicity=1 homo_ev=-8.5 homo_lumo_gap_ev=9.24 smiles=CSC.NCO
C -1.3576 -1.6773 -0.2395
S -2.6310 -0.4107 0.0724
C -2.0923 0.9366 -0.9961
H -0.7155 -1.3732 -1.0557
H -0.7262 -1.8280 0.6266
H -1.8846 -2.5808 -0.5166
H -1.0361 0.8934 -1.2480
H -2.1954 1.8999 -0.4979
H -2.6273 0.9351 -1.9402
N 2.5303 -0.1376 0.0411
C 1.4228 0.1671 0.9128
O 1.7250 1.1016 1.9269
H 3.4107 0.0090 0.5191
H 2.5494 0.4226 -0.8010
H 1.0746 -0.7468 1.4049
H 0.5528 0.4855 0.3238
H 2.0001 1.9035 1.4674

=====

Which of them is the most stable, and which is the least stable? model B and model A, in that order.